A | Density functional theory data (ωB97M-V/def2-TZVPD) for a cluster of 11 separate species, H22O11 in total.

HOMO = -10.08 eV
Structure (SMILES) = O.O.O.O.O.O.O.O.O.O.O
Net charge = 0

Cartesian coordinates (Å):
O  7.9000  -10.3960  8.4260
H  8.3590  -11.0970  8.8610
H  8.1810  -10.4860  7.5020
O  10.1540  -14.3380  3.7950
H  9.3060  -13.9390  3.5400
H  10.1980  -15.1840  3.3400
O  8.2930  -14.6470  5.9710
H  8.9250  -14.0530  5.6500
H  8.6480  -14.8830  6.8190
O  5.4720  -11.5680  6.2260
H  6.3930  -11.4910  6.4750
H  5.3730  -10.8600  5.5910
O  10.4020  -10.8160  4.0940
H  10.4520  -9.9840  3.6340
H  10.6440  -11.4700  3.4600
O  6.4960  -10.2180  3.3230
H  6.8620  -9.8290  2.5500
H  6.8660  -11.1110  3.2280
O  7.8920  -12.4430  3.2020
H  8.5180  -12.1580  2.5240
H  7.1620  -12.9980  2.8280
O  10.7830  -9.4860  6.4490
H  11.4540  -8.8600  6.1520
H  10.6610  -10.1200  5.7310
O  8.6760  -11.4870  6.0330
H  8.7100  -11.5550  5.1110
H  9.4410  -11.9230  6.3910
O  10.4570  -13.1640  7.3380
H  11.0230  -12.4840  7.6700
H  9.8030  -13.2800  8.0080
O  10.9570  -10.1930  9.1260
H  10.7540  -10.0250  8.2390
H  11.6920  -10.8080  9.0660

Results of the Mulliken charge analysis, in e, for atoms 1 through 6: number 1, O, carries -0.618; number 2, H, carries 0.275; number 3, H, carries 0.361; number 4, O, carries -0.595; number 5, H, carries 0.319; number 6, H, carries 0.305



B | Density functional theory data (ωB97M-V/def2-TZVPD) for a cluster of 11 separate species, H22O11 in total.

HOMO = -9.91 eV
Structure (SMILES) = O.O.O.O.O.O.O.O.O.O.O
Net charge = 0

Cartesian coordinates (Å):
O  -0.0966  0.5489  0.2947
H  0.0960  -0.2920  0.8849
H  -1.0569  0.4972  0.2492
O  0.4234  -0.3042  -2.4027
H  0.5647  0.0809  -3.2093
H  1.1530  -0.9194  -2.1139
O  1.9658  3.5797  -1.0128
H  2.6662  3.3260  -1.5409
H  1.3841  4.1526  -1.5095
O  3.1022  -1.2957  -0.5585
H  3.4121  -1.4734  0.3521
H  2.9043  -0.3930  -0.5881
O  -2.2443  -1.9371  -0.5222
H  -1.8457  -1.1838  -0.0616
H  -1.4551  -2.3566  -0.9429
O  -4.5059  2.1176  0.1598
H  -4.2132  1.9340  -0.7903
H  -3.9181  2.7327  0.5838
O  0.2416  -3.1820  2.0572
H  -0.6054  -2.7778  2.3845
H  0.4037  -3.8781  2.7004
O  -0.9030  1.7042  -3.8269
H  -0.0602  2.0862  -4.0522
H  -0.8210  0.8097  -4.2661
O  4.3542  -0.5311  3.5996
H  3.9488  -1.1025  2.9910
H  5.2086  -0.8503  3.9176
O  -0.3224  2.5552  0.8570
H  0.0425  3.3088  1.3630
H  -1.1707  2.8842  0.6942
O  -3.1084  -3.2699  1.7894
H  -2.6497  -4.0307  1.2727
H  -2.8947  -2.5407  1.2469

Results of the Mulliken charge analysis, in e, for atoms 1 through 6: number 1, O, carries -0.579; number 2, H, carries 0.296; number 3, H, carries 0.299; number 4, O, carries -0.461; number 5, H, carries 0.196; number 6, H, carries 0.289



Which structure loses on stability? B does.



A | Density functional theory data (ωB97M-V/def2-TZVPD) for a cluster of 6 separate species, C24H30F18O12 in total.

HOMO = -11.33 eV
Structure (SMILES) = CCOC(=O)C(F)(F)F.CCOC(=O)C(F)(F)F.CCOC(=O)C(F)(F)F.CCOC(=O)C(F)(F)F.CCOC(=O)C(F)(F)F.CCOC(=O)C(F)(F)F
Net charge = 0

Cartesian coordinates (Å):
C  -0.5541  0.3600  3.9225
C  -1.8029  -0.3553  4.3979
O  -2.7475  -0.2973  3.3326
C  -3.4785  -1.3574  3.0864
O  -3.5234  -2.3738  3.7083
C  -4.4104  -1.1791  1.8558
F  -4.2160  -2.1059  0.9631
F  -5.6662  -1.2787  2.2758
F  -4.2953  0.0262  1.3061
H  -0.0563  -0.2420  3.1644
H  0.0967  0.4551  4.7960
H  -0.7324  1.3736  3.5758
H  -2.1766  0.0875  5.3201
H  -1.5325  -1.3739  4.6722
C  2.6738  -2.0773  -0.9474
C  4.0722  -1.5198  -0.8457
O  5.0214  -2.5930  -0.6519
C  6.2538  -2.2540  -0.3363
O  6.6269  -1.1520  -0.1528
C  7.1787  -3.4736  -0.2485
F  7.2810  -3.8951  0.9998
F  6.7888  -4.4617  -1.0140
F  8.3932  -3.1027  -0.6683
H  1.9811  -1.2422  -0.8532
H  2.3752  -2.8418  -0.2341
H  2.5722  -2.5460  -1.9287
H  4.1471  -0.9056  0.0568
H  4.3851  -0.8878  -1.6765
C  0.0898  -0.0223  -4.8806
C  -0.3336  -1.4608  -5.0255
O  -1.5156  -1.7439  -4.2832
C  -1.4089  -2.1474  -3.0428
O  -0.4246  -2.1521  -2.3952
C  -2.7657  -2.4656  -2.3928
F  -2.7522  -3.7270  -1.9611
F  -2.9535  -1.6878  -1.3381
F  -3.7548  -2.3109  -3.2412
H  0.9233  0.2653  -5.5162
H  0.3905  0.1703  -3.8492
H  -0.7605  0.6409  -5.0522
H  0.5011  -2.0983  -4.7301
H  -0.5370  -1.7117  -6.0638
C  4.0076  1.3207  1.6675
C  2.8553  0.5347  2.2458
O  3.1301  0.2729  3.6469
C  3.7876  -0.8422  3.8841
O  3.8903  -1.7517  3.1563
C  4.3665  -0.8731  5.3192
F  4.2148  0.2796  5.9544
F  3.7847  -1.8419  6.0511
F  5.6576  -1.1628  5.2294
H  3.6572  1.6566  0.6855
H  4.9295  0.7670  1.4863
H  4.2408  2.1734  2.3013
H  2.5982  -0.3383  1.6401
H  1.9086  1.0774  2.2957
C  0.9070  1.6110  -1.4999
C  -0.1519  1.0930  -0.5672
O  -1.0473  2.1533  -0.2094
C  -0.6963  2.9787  0.7425
O  0.3251  2.9311  1.3383
C  -1.7516  4.0823  0.9727
F  -1.5355  5.1132  0.1469
F  -2.9882  3.6187  0.7684
F  -1.6755  4.4871  2.2247
H  1.5914  2.3607  -1.0969
H  0.4919  1.9869  -2.4348
H  1.6095  0.8202  -1.7941
H  0.2822  0.5858  0.2935
H  -0.7982  0.4013  -1.1030
C  -6.7340  0.9331  -1.1615
C  -5.2642  0.8022  -1.4674
O  -4.7679  2.1025  -1.8174
C  -3.5771  2.1385  -2.3719
O  -2.8602  1.2127  -2.5427
C  -3.2051  3.5675  -2.8244
F  -3.3546  3.6345  -4.1518
F  -3.9389  4.5048  -2.2436
F  -1.9353  3.8379  -2.5583
H  -6.9147  1.6315  -0.3395
H  -7.2479  0.0024  -0.9236
H  -7.2894  1.3230  -2.0184
H  -5.2177  0.1238  -2.3281
H  -4.6374  0.3547  -0.7012

Results of the Mulliken charge analysis, in e, for atoms 1 through 6: number 1, C, carries -0.884; number 2, C, carries -0.471; number 3, O, carries -0.197; number 4, C, carries 0.213; number 5, O, carries -0.533; number 6, C, carries 1.101



B | Density functional theory data (ωB97M-V/def2-TZVPD) for a cluster of 6 separate species, C24H30F18O12 in total.

HOMO = -10.97 eV
Structure (SMILES) = CCOC(=O)C(F)(F)F.CCOC(=O)C(F)(F)F.CCOC(=O)C(F)(F)F.CCOC(=O)C(F)(F)F.CCOC(=O)C(F)(F)F.CCOC(=O)C(F)(F)F
Net charge = 0

Cartesian coordinates (Å):
C  -13.1815  -0.4041  -0.8650
C  -11.6831  0.1492  -0.9497
O  -10.6723  -0.8402  -0.5649
C  -10.5316  -1.2127  0.7100
O  -11.2187  -0.7331  1.6330
C  -9.4987  -2.3422  0.9678
F  -8.3962  -2.0643  0.2468
F  -9.1216  -2.4518  2.2527
F  -10.0511  -3.4792  0.4997
H  -13.6830  -0.3498  0.1013
H  -13.1791  -1.4742  -1.0727
H  -13.7617  0.2308  -1.5344
H  -11.5809  1.0198  -0.3019
H  -11.4342  0.3726  -1.9871
C  13.6924  -9.4672  -8.9620
C  12.9307  -8.8081  -10.1956
O  11.5609  -8.7423  -9.8291
C  11.0674  -7.7011  -9.0667
O  11.8743  -6.9702  -8.5190
C  9.5260  -7.6721  -8.7150
F  9.3896  -7.7016  -7.3503
F  9.0210  -6.5502  -9.2145
F  8.9138  -8.7216  -9.3054
H  13.8173  -8.9198  -8.0278
H  14.6297  -9.9557  -9.2285
H  13.0862  -10.3541  -8.7774
H  13.0277  -9.4857  -11.0439
H  13.5164  -7.9409  -10.5006
C  -7.5757  1.9265  7.3682
C  -8.4987  1.7504  8.4523
O  -8.6715  0.4034  8.6912
C  -9.8533  -0.0391  9.2739
O  -10.7621  0.6795  9.6731
C  -9.9708  -1.5795  9.2702
F  -10.1296  -1.9218  10.5469
F  -10.9751  -1.9898  8.5193
F  -8.9241  -2.1643  8.8227
H  -6.5371  1.8700  7.6940
H  -7.7922  2.9025  6.9339
H  -7.7048  1.1895  6.5756
H  -9.4446  2.2137  8.1715
H  -8.1771  2.1691  9.4059
C  4.4436  5.9575  -6.4564
C  3.4457  6.9455  -7.2065
O  2.2958  6.3281  -7.7043
C  1.2927  6.0778  -6.7226
O  1.4446  6.3064  -5.5392
C  0.0306  5.3021  -7.3195
F  0.0979  5.0239  -8.7021
F  -0.0705  4.1775  -6.5662
F  -1.1405  5.9068  -6.9854
H  5.0672  5.3313  -7.0945
H  3.9600  5.3749  -5.6723
H  5.2541  6.4195  -5.8927
H  4.0383  7.1843  -8.0896
H  3.1661  7.8975  -6.7553
C  -0.9944  0.3874  0.6579
C  -0.2452  0.3129  -0.6049
O  0.1305  -1.0324  -0.9877
C  1.0560  -1.2950  -1.8949
O  1.8432  -0.4528  -2.3410
C  1.1619  -2.7755  -2.3406
F  1.9420  -3.4020  -1.4405
F  -0.0422  -3.3070  -2.4020
F  1.8438  -2.8540  -3.4432
H  -0.3079  0.5698  1.4847
H  -1.6181  -0.4895  0.8315
H  -1.5721  1.3117  0.6635
H  0.6643  0.8887  -0.4334
H  -0.8416  0.8690  -1.3282
C  6.4467  3.7634  10.6324
C  5.1674  3.6643  9.8227
O  5.4267  4.1518  8.5264
C  5.8512  3.3802  7.5753
O  6.1667  2.1737  7.6327
C  5.6321  4.0804  6.2230
F  6.6254  3.8697  5.4302
F  4.5475  3.4482  5.6361
F  5.2764  5.3730  6.3200
H  7.3134  3.5252  10.0159
H  6.4193  3.0702  11.4732
H  6.5191  4.7483  11.0937
H  4.4385  4.3015  10.3234
H  4.7808  2.6460  9.7817

Results of the Mulliken charge analysis, in e, for atoms 1 through 6: number 1, C, carries -1.034; number 2, C, carries -0.227; number 3, O, carries -0.332; number 4, C, carries 0.395; number 5, O, carries -0.552; number 6, C, carries 0.876



C | Density functional theory data (ωB97M-V/def2-TZVPD) for a cluster of 6 separate species, C24H30F18O12 in total.

HOMO = -11.24 eV
Structure (SMILES) = CCOC(=O)C(F)(F)F.CCOC(=O)C(F)(F)F.CCOC(=O)C(F)(F)F.CCOC(=O)C(F)(F)F.CCOC(=O)C(F)(F)F.CCOC(=O)C(F)(F)F
Net charge = 0

Cartesian coordinates (Å):
C  5.8646  3.0709  2.4270
C  5.8030  4.3765  1.6691
O  6.9468  4.7280  0.9444
C  8.0553  5.3484  1.4630
O  8.2715  5.5873  2.6575
C  9.1446  5.6224  0.3827
F  8.8468  5.0681  -0.8069
F  9.1083  6.9751  0.1441
F  10.3357  5.3134  0.7445
H  5.0363  2.8917  3.1125
H  6.7232  3.1841  3.0888
H  5.8870  2.1468  1.8492
H  5.5710  5.1305  2.4213
H  4.9694  4.2799  0.9734
C  -9.8632  -3.3976  0.7187
C  -9.9925  -2.2104  1.7217
O  -10.7785  -1.1362  1.2523
C  -12.1466  -1.2217  1.4337
O  -12.7453  -2.1708  1.9776
C  -12.9440  0.0425  0.8747
F  -13.7689  0.3940  1.8380
F  -12.0606  1.0252  0.6067
F  -13.6724  -0.3049  -0.2258
H  -9.2610  -3.0297  -0.1120
H  -10.8103  -3.7897  0.3480
H  -9.3851  -4.3049  1.0880
H  -9.0146  -1.7984  1.9707
H  -10.4302  -2.5181  2.6714
C  12.6971  -4.5746  -0.7499
C  12.6842  -5.3508  0.5540
O  11.4458  -5.2221  1.2282
C  10.9819  -6.2852  1.9482
O  11.5958  -7.3578  2.1281
C  9.5988  -6.0472  2.6766
F  8.7115  -6.8878  2.1724
F  9.7375  -6.2112  3.9788
F  9.1739  -4.8084  2.3790
H  12.6120  -3.5072  -0.5456
H  11.8810  -4.8696  -1.4095
H  13.5946  -4.7983  -1.3265
H  13.4962  -5.0161  1.1995
H  12.7959  -6.4071  0.3096
C  -1.3962  1.8198  2.2804
C  -1.5684  0.6228  3.2204
O  -0.3881  -0.1537  3.1974
C  -0.0208  -0.9508  4.2028
O  -0.6105  -1.0315  5.2551
C  1.2631  -1.7971  3.9978
F  1.0850  -3.0902  4.4146
F  1.5334  -1.8263  2.6664
F  2.3149  -1.2572  4.6558
H  -0.4786  2.3928  2.4130
H  -2.2228  2.5058  2.4655
H  -1.3853  1.4776  1.2456
H  -2.4020  0.0292  2.8450
H  -1.8009  0.9899  4.2201
C  -6.6987  6.6517  -1.3569
C  -7.2747  5.5689  -2.2692
O  -6.8235  5.8101  -3.6335
C  -5.6798  5.1600  -4.1628
O  -5.0797  4.1592  -3.7175
C  -5.2264  5.8502  -5.4412
F  -4.0344  6.5283  -5.2182
F  -4.9988  4.9160  -6.3942
F  -6.2057  6.7477  -5.8234
H  -5.6088  6.6621  -1.3465
H  -6.9680  6.6240  -0.3010
H  -7.0409  7.5793  -1.8156
H  -8.3550  5.7105  -2.3011
H  -6.9948  4.5618  -1.9602
C  -0.3799  -4.7387  -2.3081
C  -1.2593  -3.4606  -2.5107
O  -1.4497  -3.1447  -3.8702
C  -0.7592  -2.1171  -4.4332
O  0.0412  -1.3623  -3.7968
C  -1.0081  -1.9992  -5.9832
F  0.1049  -2.3654  -6.6605
F  -2.0734  -2.7497  -6.3139
F  -1.2795  -0.7110  -6.3440
H  -0.8880  -5.6571  -2.6023
H  -0.1081  -4.9402  -1.2719
H  0.4850  -4.7080  -2.9707
H  -0.7936  -2.6574  -1.9396
H  -2.2627  -3.6087  -2.1113

Results of the Mulliken charge analysis, in e, for atoms 1 through 6: number 1, C, carries -1.108; number 2, C, carries -0.159; number 3, O, carries -0.268; number 4, C, carries 0.383; number 5, O, carries -0.525; number 6, C, carries 0.841



Which structure loses on stability? B does.